Formula: C5H64AlN2O24
Source: the Open Molecules 2025 dataset
Level of theory: the ωB97M-V functional and the def2-TZVPD basis

Each line ends with the Mulliken charge.
Atoms and positions in Å:
1 C -0.805 -0.776 3.698  -0.582
2 N -0.058 -1.938 3.010  -0.289
3 C 0.243 -1.397 1.623  -0.285
4 Al 1.385 -2.629 0.444  -0.112
5 C 1.269 -1.831 -1.487  -0.851
6 C 0.563 -0.315 -1.448  0.517
7 C -1.062 -0.372 -1.651  -0.591
8 N -1.852 0.594 -0.797  -0.287
9 H -0.202 -0.392 4.624  0.200
10 H -0.919 0.146 2.949  0.159
11 H -1.919 -1.098 3.951  0.234
12 H -0.796 -2.701 2.979  0.261
13 H 0.843 -0.375 1.742  0.071
14 H -0.788 -1.233 1.056  0.128
15 H 0.962 -4.160 0.501  -0.296
16 H 2.916 -2.452 0.910  -0.175
17 H 2.368 -1.686 -1.904  0.240
18 H 0.657 -2.583 -2.143  0.206
19 H 1.000 0.234 -2.414  -0.012
20 H 0.909 0.308 -0.506  -0.137
21 H -1.412 -1.467 -1.331  0.258
22 H -1.291 -0.155 -2.779  0.164
23 H -1.398 0.800 0.119  0.042
24 H -2.143 1.454 -1.310  0.195
25 O 5.220 -3.303 1.242  -0.634
26 H 5.478 -2.381 1.390  0.316
27 H 4.830 -3.576 2.086  0.310
28 O -5.317 1.282 -1.067  -0.664
29 H -5.510 1.353 -2.014  0.286
30 H -4.399 0.973 -1.038  0.365
31 O 1.289 2.375 -3.391  -0.615
32 H 0.404 2.144 -3.070  0.289
33 H 1.330 1.972 -4.272  0.319
34 O -2.843 3.655 -1.285  -0.553
35 H -2.527 4.559 -1.433  0.276
36 H -3.791 3.763 -1.117  0.283
37 O 2.036 3.473 -6.090  -0.616
38 H 2.609 3.620 -5.323  0.309
39 H 2.613 3.646 -6.849  0.322
40 O 2.783 2.880 -9.046  -0.638
41 H 1.898 2.649 -8.725  0.302
42 H 2.824 2.477 -9.927  0.283
43 O 0.559 0.657 -8.122  -0.568
44 H 0.276 -0.235 -8.373  0.327
45 H 0.745 0.585 -7.173  0.228
46 O 0.199 -1.590 7.167  -0.642
47 H 0.307 -1.929 6.266  0.291
48 H 1.092 -1.633 7.543  0.326
49 O 1.031 -1.430 -9.841  -0.601
50 H 0.837 -1.359 -10.787  0.285
51 H 1.949 -1.739 -9.812  0.310
52 O 3.364 -0.068 -7.072  -0.582
53 H 2.569 0.309 -7.478  0.312
54 H 3.708 0.650 -6.520  0.312
55 O -1.515 -2.740 9.314  -0.636
56 H -1.034 -3.383 9.857  0.285
57 H -0.894 -2.525 8.601  0.378
58 O -4.879 1.599 -3.861  -0.655
59 H -4.771 1.260 -4.762  0.310
60 H -3.986 1.555 -3.486  0.323
61 O 0.450 -1.589 -6.329  -0.616
62 H 1.311 -2.034 -6.336  0.314
63 H -0.173 -2.281 -6.598  0.292
64 O -0.777 -5.358 9.510  -0.639
65 H -1.662 -5.588 9.831  0.339
66 H -0.736 -5.760 8.629  0.292
67 O -5.264 -1.063 -2.529  -0.602
68 H -5.863 -0.433 -2.959  0.302
69 H -5.756 -1.356 -1.747  0.317
70 O 0.830 6.217 -4.683  -0.641
71 H 1.023 5.267 -4.682  0.348
72 H -0.138 6.258 -4.686  0.302
73 O 5.383 0.745 -4.791  -0.605
74 H 5.864 0.102 -4.248  0.302
75 H 6.003 0.960 -5.503  0.314
76 O -2.119 0.182 8.694  -0.626
77 H -2.777 -0.019 8.012  0.299
78 H -1.983 -0.666 9.144  0.328
79 O -2.391 -3.874 6.739  -0.610
80 H -2.015 -4.070 7.610  0.317
81 H -2.993 -3.133 6.905  0.309
82 O 1.176 -1.260 9.912  -0.650
83 H 0.578 -0.631 9.482  0.338
84 H 0.685 -1.553 10.694  0.298
85 O 0.845 2.092 0.608  -0.551
86 H -0.009 2.501 0.402  0.282
87 H 1.485 2.622 0.109  0.251
88 O -0.407 5.030 -0.493  -0.572
89 H 0.165 5.177 0.275  0.266
90 H 0.170 5.203 -1.252  0.287
91 O -2.165 -5.535 12.237  -0.634
92 H -2.534 -4.640 12.286  0.322
93 H -1.452 -5.530 12.893  0.319
94 O 2.381 6.058 0.497  -0.578
95 H 2.954 6.205 1.265  0.289
96 H 2.958 6.231 -0.262  0.301

Properties
HOMO energy: -3.963 eV
HOMO-LUMO gap: 5.55 eV
Net charge: -1
Lowest unoccupied orbital energy: 1.6 eV
E: -64938.925 eV


Formula: C5H6AgO4
Source: the Open Molecules 2025 dataset
Level of theory: the ωB97M-V functional and the def2-TZVPD basis

Each line ends with the Mulliken charge.
Atoms and positions in Å:
1 O 2.570 0.163 0.474  -0.479
2 C 2.503 -1.014 0.101  0.290
3 C 1.854 -1.292 -1.210  0.064
4 O 1.270 -0.311 -1.754  -0.432
5 Ag 2.002 1.710 -0.745  0.776
6 H 2.732 -1.851 0.776  0.420
7 H 1.671 -2.315 -1.555  0.410
8 C -2.143 0.102 2.130  -0.641
9 C -1.970 0.376 0.848  0.067
10 O -0.652 0.472 0.371  -0.117
11 C -0.320 0.832 -0.821  0.678
12 O -1.280 1.268 -1.558  -0.326
13 H -1.299 -0.063 2.801  0.265
14 H -2.751 0.508 0.104  0.350
15 H -3.156 0.071 2.528  0.288
16 H -1.030 1.345 -2.490  0.387

Properties
HOMO energy (spin up / spin down): -17.894 / -17.897 eV
HOMO-LUMO gap (spin up / spin down): 7.16 / 5.91 eV
Net charge: +2
Multiplicity: 2
Lowest unoccupied orbital energy (spin up / spin down): -10.7 / -12.0 eV
Energy above the lowest of the compared OMol25 structures with the same formula, charge and spin: 3.1722 eV
E: -17447.176 eV